# 1
Density functional theory data (wB97M-V/def2-TZVPD) for a cluster of 6 separate species, C56H107INO5 in total.

Atoms and positions in Å:
C 1.576 1.748 1.251
C 3.021 1.957 1.517
O 3.323 1.355 2.777
C 4.698 1.108 2.995
C 5.085 -0.275 2.577
O 4.940 -1.194 3.696
C 3.993 -2.117 3.675
C 4.156 -3.354 3.060
C 5.411 -3.777 2.411
C 5.856 -3.300 1.174
C 7.021 -3.793 0.602
C 7.765 -4.780 1.267
C 7.332 -5.258 2.491
C 6.152 -4.764 3.070
C 3.099 -4.242 3.162
C 3.177 -5.566 2.547
O 3.193 -6.515 3.198
O 3.218 -5.482 1.236
C 2.010 -5.835 0.524
C 1.682 -4.721 -0.408
C 0.669 -5.201 -1.398
I 0.375 -3.776 -2.930
C 1.942 -3.930 3.841
C 1.820 -2.711 4.492
C 0.601 -2.337 5.232
N 2.869 -1.835 4.412
C 2.798 -0.563 5.150
C 3.758 -0.461 6.312
C 3.265 -1.156 7.578
C 2.544 -0.221 8.538
C 1.525 -0.960 9.355
O 0.500 -0.140 9.856
C -0.513 0.123 8.926
H 1.199 2.521 0.611
H 1.392 0.806 0.770
H 1.023 1.764 2.174
H 3.616 1.501 0.742
H 3.261 3.006 1.559
H 4.862 1.214 4.053
H 5.316 1.828 2.481
H 6.101 -0.336 2.246
H 4.436 -0.587 1.782
H 5.289 -2.576 0.630
H 7.347 -3.429 -0.346
H 8.657 -5.171 0.828
H 7.886 -6.013 3.001
H 5.819 -5.144 4.010
H 1.200 -6.010 1.212
H 2.178 -6.760 0.002
H 1.280 -3.888 0.137
H 2.577 -4.408 -0.918
H 0.965 -6.118 -1.869
H -0.296 -5.333 -0.948
H 1.140 -4.633 3.896
H 0.802 -2.009 6.232
H -0.056 -3.178 5.254
H 0.086 -1.537 4.723
H 2.944 0.223 4.451
H 1.798 -0.457 5.514
H 4.723 -0.838 6.027
H 3.887 0.590 6.487
H 4.117 -1.584 8.073
H 2.600 -1.949 7.299
H 2.101 0.608 8.010
H 3.286 0.181 9.200
H 2.012 -1.391 10.211
H 1.098 -1.758 8.764
H -0.137 0.538 7.998
H -1.173 0.839 9.371
H -1.075 -0.778 8.711
C -4.932 1.716 -2.786
C -3.806 0.842 -3.339
C -3.769 -0.544 -2.698
C -3.501 -0.475 -1.196
C -2.204 0.266 -0.881
C -0.972 -0.427 -1.462
H -4.832 1.876 -1.712
H -4.934 2.695 -3.266
H -5.902 1.249 -2.972
H -2.844 1.344 -3.192
H -3.927 0.735 -4.420
H -3.000 -1.151 -3.183
H -4.716 -1.063 -2.878
H -3.458 -1.489 -0.785
H -4.336 0.020 -0.692
H -2.089 0.355 0.203
H -2.270 1.288 -1.263
H -0.860 -1.433 -1.057
H -0.061 0.129 -1.231
H -1.034 -0.509 -2.547
C -4.652 5.858 -3.090
C -5.317 5.616 -4.442
C -4.316 5.479 -5.586
C -3.450 6.715 -5.825
C -4.225 7.997 -6.124
C -5.058 7.916 -7.400
H -4.077 6.784 -3.085
H -5.398 5.931 -2.297
H -3.974 5.038 -2.838
H -6.018 6.427 -4.653
H -5.918 4.705 -4.383
H -4.851 5.220 -6.503
H -3.654 4.630 -5.377
H -2.774 6.509 -6.662
H -2.807 6.883 -4.957
H -3.510 8.817 -6.219
H -4.870 8.253 -5.279
H -4.422 7.695 -8.260
H -5.570 8.858 -7.596
H -5.821 7.138 -7.336
C -5.033 4.326 -9.365
C -3.560 4.453 -9.744
C -3.298 5.440 -10.880
C -3.965 5.074 -12.206
C -3.591 3.694 -12.744
C -2.103 3.533 -13.044
H -5.643 3.963 -10.194
H -5.158 3.630 -8.534
H -5.429 5.295 -9.055
H -3.164 3.472 -10.011
H -2.995 4.778 -8.865
H -2.219 5.533 -11.026
H -3.645 6.434 -10.578
H -3.700 5.831 -12.949
H -5.051 5.129 -12.098
H -4.160 3.515 -13.659
H -3.904 2.922 -12.037
H -1.771 4.272 -13.776
H -1.889 2.543 -13.449
H -1.494 3.654 -12.146
C -4.162 -3.265 -5.854
C -3.133 -3.493 -6.958
C -2.316 -2.250 -7.294
C -3.132 -1.080 -7.833
C -3.942 -1.421 -9.081
C -3.083 -1.840 -10.271
H -4.901 -2.513 -6.133
H -4.703 -4.186 -5.633
H -3.675 -2.935 -4.934
H -3.637 -3.866 -7.853
H -2.447 -4.284 -6.644
H -1.546 -2.519 -8.021
H -1.779 -1.923 -6.396
H -2.455 -0.249 -8.056
H -3.810 -0.712 -7.056
H -4.535 -0.550 -9.356
H -4.661 -2.214 -8.854
H -2.379 -1.051 -10.542
H -3.700 -2.050 -11.145
H -2.507 -2.742 -10.057
C 4.072 -3.237 15.987
C 3.124 -2.409 15.122
C 3.252 -2.696 13.628
C 4.627 -2.386 13.033
C 5.093 -0.942 13.213
C 4.178 0.077 12.540
H 5.117 -3.033 15.753
H 3.927 -3.019 17.045
H 3.898 -4.305 15.841
H 3.290 -1.346 15.314
H 2.095 -2.614 15.425
H 2.484 -2.131 13.092
H 3.027 -3.752 13.449
H 4.602 -2.618 11.962
H 5.373 -3.058 13.464
H 6.099 -0.850 12.798
H 5.181 -0.705 14.276
H 4.101 -0.121 11.467
H 4.562 1.089 12.667
H 3.170 0.057 12.956

Calculated values
Strongest force on any atom = 4.588 eV Å⁻¹
Frontier orbital gap = 0.2923 hartree
LUMO = -3.514 eV
Total charge = +1

Atomic partial charges in e from the Löwdin method, atoms 1 to 99: number 1, C, carries -0.059; number 2, C, carries -0.254; number 3, O, carries -0.174; number 4, C, carries -0.175; number 5, C, carries -0.079; number 6, O, carries 0.013; number 7, C, carries -0.170; number 8, C, carries -0.012; number 9, C, carries -0.171; number 10, C, carries -0.023; number 11, C, carries -0.047; number 12, C, carries -0.053; number 13, C, carries -0.043; number 14, C, carries 0.002; number 15, C, carries -0.030; number 16, C, carries -0.546; number 17, O, carries 0.252; number 18, O, carries 0.044; number 19, C, carries -0.144; number 20, C, carries -0.312; number 21, C, carries -0.675; number 22, I, carries 0.852; number 23, C, carries 0.092; number 24, C, carries -0.162; number 25, C, carries 0.011; number 26, N, carries 0.124; number 27, C, carries -0.088; number 28, C, carries -0.143; number 29, C, carries -0.174; number 30, C, carries -0.165; number 31, C, carries -0.235; number 32, O, carries -0.161; number 33, C, carries -0.108; number 34, H, carries 0.082; number 35, H, carries 0.063; number 36, H, carries 0.082; number 37, H, carries 0.119; number 38, H, carries 0.124; number 39, H, carries 0.128; number 40, H, carries 0.135; number 41, H, carries 0.134; number 42, H, carries 0.129; number 43, H, carries 0.108; number 44, H, carries 0.103; number 45, H, carries 0.104; number 46, H, carries 0.105; number 47, H, carries 0.122; number 48, H, carries 0.137; number 49, H, carries 0.135; number 50, H, carries 0.106; number 51, H, carries 0.104; number 52, H, carries 0.046; number 53, H, carries 0.045; number 54, H, carries 0.139; number 55, H, carries 0.068; number 56, H, carries 0.095; number 57, H, carries 0.112; number 58, H, carries 0.097; number 59, H, carries 0.111; number 60, H, carries 0.111; number 61, H, carries 0.123; number 62, H, carries 0.117; number 63, H, carries 0.085; number 64, H, carries 0.111; number 65, H, carries 0.105; number 66, H, carries 0.120; number 67, H, carries 0.107; number 68, H, carries 0.075; number 69, H, carries 0.089; number 70, H, carries 0.087; number 71, C, carries -0.092; number 72, C, carries -0.259; number 73, C, carries -0.228; number 74, C, carries -0.224; number 75, C, carries -0.267; number 76, C, carries -0.134; number 77, H, carries 0.068; number 78, H, carries 0.049; number 79, H, carries 0.081; number 80, H, carries 0.095; number 81, H, carries 0.101; number 82, H, carries 0.087; number 83, H, carries 0.113; number 84, H, carries 0.110; number 85, H, carries 0.101; number 86, H, carries 0.101; number 87, H, carries 0.094; number 88, H, carries 0.030; number 89, H, carries 0.056; number 90, H, carries 0.055; number 91, C, carries -0.112; number 92, C, carries -0.268; number 93, C, carries -0.226; number 94, C, carries -0.225; number 95, C, carries -0.263; number 96, C, carries -0.106; number 97, H, carries 0.065; number 98, H, carries 0.071; number 99, H, carries 0.064

---

# 2
Density functional theory data (wB97M-V/def2-TZVPD) for a cluster of 14 separate species, C56H112O14 in total.

Atoms and positions in Å:
C 11.574 11.734 7.668
C 12.505 12.101 8.791
C 11.923 11.413 9.956
O 10.475 11.354 9.772
C 10.190 11.799 8.378
H 11.905 10.819 7.256
H 11.612 12.482 6.867
H 12.557 13.184 9.034
H 13.456 11.706 8.596
H 12.252 11.868 10.913
H 12.209 10.355 10.024
H 9.938 12.864 8.457
H 9.410 11.191 8.027
C 11.288 19.424 15.406
C 11.421 20.031 16.812
C 12.632 19.334 17.339
O 12.849 18.146 16.607
C 11.931 18.036 15.575
H 11.652 20.120 14.668
H 10.243 19.440 15.190
H 10.544 19.808 17.401
H 11.569 21.123 16.762
H 12.625 19.177 18.407
H 13.528 19.999 17.232
H 11.161 17.252 15.826
H 12.392 17.649 14.690
C 15.186 20.476 12.938
C 15.919 21.364 11.899
C 14.678 21.959 11.067
O 13.701 20.951 11.189
C 13.748 20.531 12.557
H 15.278 20.812 13.965
H 15.568 19.459 12.896
H 16.524 20.720 11.218
H 16.565 22.246 12.220
H 14.859 22.139 10.031
H 14.362 22.855 11.586
H 13.235 19.542 12.475
H 13.251 21.260 13.262
C 18.730 17.279 17.074
C 17.238 17.292 17.483
C 16.693 18.403 16.546
O 17.507 18.276 15.340
C 18.811 18.055 15.766
H 19.103 16.254 16.962
H 19.425 17.732 17.894
H 17.046 17.476 18.527
H 16.686 16.408 17.298
H 16.971 19.384 17.048
H 15.680 18.448 16.242
H 19.320 18.967 15.894
H 19.358 17.453 15.071
C 12.097 14.370 17.694
C 11.741 15.705 18.525
C 10.241 15.930 18.317
O 9.797 14.884 17.377
C 10.710 13.827 17.312
H 12.600 13.596 18.270
H 12.677 14.639 16.812
H 12.366 16.534 18.160
H 11.995 15.509 19.578
H 9.981 16.834 17.756
H 9.652 15.767 19.202
H 10.665 13.495 16.328
H 10.418 12.989 18.040
C 15.945 12.152 18.739
C 16.348 10.620 18.861
C 16.991 10.360 17.466
O 16.423 11.295 16.593
C 16.301 12.524 17.299
H 16.483 12.687 19.473
H 14.865 12.248 18.958
H 15.512 9.902 18.995
H 17.063 10.427 19.699
H 16.686 9.354 17.057
H 18.118 10.383 17.511
H 15.614 13.174 16.756
H 17.225 13.096 17.317
C 18.050 13.517 8.564
C 18.581 12.819 9.824
C 18.711 11.342 9.418
O 17.561 11.229 8.669
C 17.422 12.366 7.817
H 18.833 14.031 7.950
H 17.245 14.247 8.933
H 17.927 12.873 10.665
H 19.563 13.263 10.087
H 18.560 10.746 10.290
H 19.664 11.161 8.918
H 16.439 12.510 7.335
H 18.111 12.161 6.957
C 15.927 10.300 11.670
C 17.127 10.501 12.657
C 16.730 9.581 13.831
O 15.944 8.541 13.265
C 15.191 9.048 12.179
H 16.452 10.105 10.715
H 15.266 11.126 11.438
H 17.177 11.541 12.952
H 18.037 10.109 12.107
H 16.145 10.088 14.632
H 17.541 9.068 14.319
H 14.136 9.201 12.501
H 15.234 8.297 11.446
C 11.047 12.006 14.016
C 12.040 11.336 15.099
C 11.926 9.771 14.869
O 11.356 9.680 13.541
C 10.430 10.729 13.397
H 11.703 12.521 13.272
H 10.332 12.685 14.526
H 11.769 11.723 16.106
H 13.071 11.499 14.873
H 11.429 9.297 15.657
H 12.949 9.339 14.838
H 9.502 10.443 13.867
H 10.267 10.846 12.356
C 13.040 17.331 10.398
C 13.267 16.329 9.184
C 14.741 16.379 8.958
O 15.312 16.481 10.257
C 14.440 17.225 11.096
H 12.256 17.049 10.978
H 12.785 18.310 9.984
H 12.736 16.823 8.354
H 12.879 15.339 9.498
H 14.997 17.318 8.351
H 15.171 15.478 8.493
H 14.821 18.214 11.303
H 14.286 16.687 12.095
C 9.145 15.841 11.276
C 9.977 14.834 12.009
C 10.835 14.044 10.929
O 10.352 14.589 9.645
C 9.158 15.437 9.811
H 9.538 16.898 11.412
H 8.151 15.857 11.742
H 9.343 14.151 12.480
H 10.552 15.303 12.860
H 10.601 13.002 10.976
H 11.892 14.330 11.041
H 8.303 14.792 9.467
H 9.355 16.342 9.184
C 18.132 17.489 11.981
C 18.824 18.392 10.988
C 19.419 17.340 9.966
O 19.430 16.075 10.637
C 18.195 16.097 11.330
H 17.132 17.867 12.275
H 18.850 17.460 12.844
H 19.590 18.979 11.503
H 18.199 19.193 10.553
H 20.393 17.520 9.506
H 18.687 17.167 9.148
H 18.235 15.300 12.108
H 17.348 15.914 10.712
C 14.618 15.407 14.765
C 15.620 14.805 13.840
C 14.926 13.984 12.811
O 13.558 14.199 12.988
C 13.285 14.682 14.362
H 14.613 16.447 14.541
H 14.888 15.257 15.812
H 16.363 14.218 14.334
H 16.201 15.612 13.381
H 15.206 12.938 12.932
H 15.183 14.312 11.794
H 12.952 13.889 14.964
H 12.436 15.354 14.261
C 20.631 12.383 14.156
C 19.754 13.517 13.546
C 19.386 14.402 14.719
O 19.860 13.753 15.897
C 20.110 12.394 15.571
H 21.663 12.683 14.078
H 20.450 11.395 13.694
H 18.861 13.100 13.098
H 20.269 14.112 12.784
H 18.309 14.439 14.860
H 19.852 15.428 14.746
H 19.256 11.698 15.744
H 20.859 12.003 16.234

Calculated values
Strongest force on any atom = 4.257 eV Å⁻¹
Frontier orbital gap = 0.3467 hartree
LUMO = 0.531 eV
Energy above the lowest of the compared OMol25 structures with the same formula, charge and spin = 374.52 kJ/mol

Atomic partial charges in e from the Löwdin method, atoms 1 to 99: number 1, C, carries -0.137; number 2, C, carries -0.185; number 3, C, carries -0.226; number 4, O, carries -0.182; number 5, C, carries -0.112; number 6, H, carries 0.097; number 7, H, carries 0.117; number 8, H, carries 0.107; number 9, H, carries 0.098; number 10, H, carries 0.109; number 11, H, carries 0.128; number 12, H, carries 0.096; number 13, H, carries 0.098; number 14, C, carries -0.129; number 15, C, carries -0.158; number 16, C, carries -0.223; number 17, O, carries -0.151; number 18, C, carries -0.206; number 19, H, carries 0.084; number 20, H, carries 0.100; number 21, H, carries 0.107; number 22, H, carries 0.122; number 23, H, carries 0.112; number 24, H, carries 0.125; number 25, H, carries 0.126; number 26, H, carries 0.091; number 27, C, carries -0.182; number 28, C, carries -0.111; number 29, C, carries -0.189; number 30, O, carries -0.154; number 31, C, carries -0.226; number 32, H, carries 0.107; number 33, H, carries 0.077; number 34, H, carries 0.090; number 35, H, carries 0.123; number 36, H, carries 0.109; number 37, H, carries 0.108; number 38, H, carries 0.122; number 39, H, carries 0.128; number 40, C, carries -0.139; number 41, C, carries -0.140; number 42, C, carries -0.151; number 43, O, carries -0.149; number 44, C, carries -0.248; number 45, H, carries 0.087; number 46, H, carries 0.141; number 47, H, carries 0.101; number 48, H, carries 0.074; number 49, H, carries 0.134; number 50, H, carries 0.086; number 51, H, carries 0.103; number 52, H, carries 0.080; number 53, C, carries -0.109; number 54, C, carries -0.115; number 55, C, carries -0.147; number 56, O, carries -0.156; number 57, C, carries -0.241; number 58, H, carries 0.094; number 59, H, carries 0.069; number 60, H, carries 0.082; number 61, H, carries 0.105; number 62, H, carries 0.105; number 63, H, carries 0.107; number 64, H, carries 0.050; number 65, H, carries 0.143; number 66, C, carries -0.131; number 67, C, carries -0.130; number 68, C, carries -0.238; number 69, O, carries -0.171; number 70, C, carries -0.193; number 71, H, carries 0.085; number 72, H, carries 0.100; number 73, H, carries 0.106; number 74, H, carries 0.111; number 75, H, carries 0.130; number 76, H, carries 0.122; number 77, H, carries 0.105; number 78, H, carries 0.110; number 79, C, carries -0.158; number 80, C, carries -0.162; number 81, C, carries -0.216; number 82, O, carries -0.149; number 83, C, carries -0.198; number 84, H, carries 0.126; number 85, H, carries 0.111; number 86, H, carries 0.085; number 87, H, carries 0.116; number 88, H, carries 0.079; number 89, H, carries 0.127; number 90, H, carries 0.123; number 91, H, carries 0.120; number 92, C, carries -0.138; number 93, C, carries -0.133; number 94, C, carries -0.196; number 95, O, carries -0.147; number 96, C, carries -0.186; number 97, H, carries 0.092; number 98, H, carries 0.090; number 99, H, carries 0.076

---

Which of these has the lowest LUMO? C56H107INO5